Record 1
C3H3BrOS in the gas phase. Source: OMol25; level of theory: ωB97M-V with the def2-TZVPD basis set.

Values from the calculation:
SMILES: CC(=O)C(=S)Br
ΔE to the lowest compared entry with this formula, charge and spin, kcal/mol: 10.0
Highest occupied orbital energy, eV: -8.97
Gap between HOMO and LUMO, eV: 8.05

The geometry in ORCA input format:
```
! wB97M-V def2-TZVPD RIJCOSX def2/J DEFGRID3
* xyz 0 1
C -0.0658 0.5174 0.4314
C 1.2981 -0.6085 0.4109
C -1.1723 0.1742 -0.5608
O 0.0241 1.4851 1.0914
S 1.0139 -2.2206 0.6581
Br 2.9094 0.1910 0.1304
H -1.9221 0.9501 -0.3260
H -0.6797 0.3897 -1.5730
H -1.4055 -0.8783 -0.2623
*
```



Record 2
C3H3BrS in the gas phase. Source: OMol25; level of theory: ωB97M-V with the def2-TZVPD basis set.

Values from the calculation:
SMILES: CC#CSBr
ΔE to the lowest compared entry with this formula, charge and spin, kcal/mol: 17.7
Highest occupied orbital energy, eV: -8.81
Gap between HOMO and LUMO, eV: 8.24

The geometry in ORCA input format:
```
! wB97M-V def2-TZVPD RIJCOSX def2/J DEFGRID3
* xyz 0 1
C 0.0754 0.0550 0.0544
C 0.2129 -0.5868 1.0597
C -0.0757 1.2523 -0.8423
S 0.4389 -1.9172 2.1528
Br -0.4025 -3.3071 0.6913
H 0.9316 1.6846 -0.5700
H -0.9440 1.8169 -0.5807
H -0.2365 1.0022 -1.9652
*
```



Record 3
A molecular structure, C3H3CaLiO3. Source: OMol25; level of theory: ωB97M-V with the def2-TZVPD basis set.

Values from the calculation:
ΔE to the lowest compared entry with this formula, charge and spin, kcal/mol: 23.4
Highest occupied orbital energy (alpha / beta), eV: -19.67 / -24.84
Gap between HOMO and LUMO (alpha / beta), eV: 6.83 / 11.99

The geometry in ORCA input format:
```
! wB97M-V def2-TZVPD RIJCOSX def2/J DEFGRID3
* xyz 3 2
O -0.8625 0.3571 0.0507
C -0.3580 -0.7149 -0.4408
C 0.5285 1.3390 0.5583
O -0.9469 -1.7860 -0.5195
O 0.9920 -0.6838 -0.4974
C 1.5477 0.3825 0.1224
Li -2.8238 0.7083 0.1503
H 0.4577 1.4958 1.6402
H 0.3885 2.2313 -0.0605
H 2.4835 0.1740 0.6373
Ca -1.4068 -3.5034 -1.6409
*
```



Record 4
A molecular structure, C3H3CeO4. Source: OMol25; level of theory: ωB97M-V with the def2-TZVPD basis set.

Values from the calculation:
ΔE to the lowest compared entry with this formula, charge and spin, kcal/mol: 58.4
Highest occupied orbital energy (alpha / beta), eV: -11.88 / -12.40
Gap between HOMO and LUMO (alpha / beta), eV: 6.53 / 6.91

The geometry in ORCA input format:
```
! wB97M-V def2-TZVPD RIJCOSX def2/J DEFGRID3
* xyz 1 3
O -2.7864 -1.1922 1.2748
C -2.4297 -0.9984 0.1016
O -2.9090 -0.9095 -0.9862
C 2.0634 0.9397 -0.6622
O 0.9680 0.3912 0.0716
C -0.0879 -0.0229 -0.5922
O -0.8359 -0.6227 0.3098
Ce -0.9812 -0.8078 2.9721
H 2.2362 1.9557 -0.2915
H 2.9437 0.3174 -0.4673
H 1.8189 0.9496 -1.7305
*
```



Record 5
C3H3Cl in the gas phase. Source: OMol25; level of theory: ωB97M-V with the def2-TZVPD basis set.

Values from the calculation:
ΔE to the lowest compared entry with this formula, charge and spin, kcal/mol: 123.4
Highest occupied orbital energy, eV: -8.83
Gap between HOMO and LUMO, eV: 8.09

The geometry in ORCA input format:
```
! wB97M-V def2-TZVPD RIJCOSX def2/J DEFGRID3
* xyz 0 1
C 0.9113 -0.8823 0.0007
C -0.8141 0.3650 -0.6091
C 0.3200 0.3866 0.2940
Cl -2.2480 0.1162 0.1785
H 0.4607 -1.3813 -0.8475
H 0.2632 0.6803 1.2909
H 1.1069 0.7155 -0.3075
*
```



Record 6
C3H3Cl in the gas phase. Source: OMol25; level of theory: ωB97M-V with the def2-TZVPD basis set.

Values from the calculation:
SMILES: C#CCCl
ΔE to the lowest compared entry with this formula, charge and spin, kcal/mol: 23.1
Highest occupied orbital energy, eV: -10.58
Gap between HOMO and LUMO, eV: 11.41

The geometry in ORCA input format:
```
! wB97M-V def2-TZVPD RIJCOSX def2/J DEFGRID3
* xyz 0 1
C -0.1627 0.3003 1.7896
C -0.0353 0.4507 0.6078
C 0.1405 0.2188 -1.1050
Cl 0.2574 1.8600 -1.8297
H -0.4229 0.1541 2.7949
H 1.1665 -0.2205 -1.4223
H -0.7964 -0.1626 -1.5110
*
```